(1)
The following is a DFT calculation (ωB97M-V/def2-TZVPD) of a structure of composition C3HINO at a distorted geometry.

```
7
Properties=species:S:1:pos:R:3:forces:R:3:mulliken_spin:R:1
C 1.48851 0.65402 -0.91923 1.82 0.09 1.07 0.511
C 0.19987 -0.49441 0.77121 -3.79 -0.99 0.29 -0.077
C -0.52252 -0.04314 -0.42873 -2.12 -0.65 1.21 0.663
N 1.34455 -0.04674 0.85714 2.47 0.51 -0.73 0.728
O 0.35765 0.55497 -1.32667 -0.54 0.27 -0.44 -0.078
I -2.49779 0.50812 -0.51981 0.90 -0.47 -0.11 0.212
H -0.37027 -1.13284 1.56609 1.26 1.24 -1.29 0.041
```
Positions in Å, forces in eV/Å.

Output
Molecular weight in u: 193.951
E_HOMO (spin up / spin down) in Eh: -0.535 / -0.574
Frontier orbital gap (spin up / spin down) in eV: 9.06 / 6.98
Total charge: +1
2S+1: 3

(2)
The following is a DFT calculation (ωB97M-V/def2-TZVPD) of an isolated molecule of C3HN at a distorted geometry.

```
5
Properties=species:S:1:pos:R:3:forces:R:3:lowdin_charge:R:1
C 1.13571 -0.56997 0.16031 -1.94 0.37 -2.07 0.146
C 0.06117 -0.03369 -0.20433 4.51 -1.99 1.99 -0.127
C -1.12766 0.64534 -0.14666 -2.13 0.81 0.36 -0.266
N -2.16335 1.15447 0.01983 1.58 -0.64 -0.46 0.165
H 2.09415 -1.19614 0.17085 -2.02 1.46 0.19 0.082
```
Positions in Å, forces in eV/Å.

Output
Molecular weight in u: 51.048
Relative energy (zero: lowest compared OMol25 entry of this formula, charge and spin) in kJ/mol: 32.8
E_HOMO in Eh: -0.404
Frontier orbital gap in eV: 10.98
Structure (SMILES): C#CC#N
2S+1: 1

(3)
The following is a DFT calculation (ωB97M-V/def2-TZVPD) of an isolated molecule of C3HN at a distorted geometry.

```
5
Properties=species:S:1:pos:R:3:forces:R:3:lowdin_charge:R:1
C -1.26051 -0.01407 -0.08526 -3.03 0.85 0.86 0.145
C -0.09405 -0.22102 -0.03352 0.12 0.20 0.22 -0.145
C 1.25250 -0.10674 0.05652 3.19 -0.05 -0.93 -0.248
N 2.40356 0.02785 -0.06985 -1.67 -0.23 0.57 0.169
H -2.30150 0.31398 0.13212 1.39 -0.77 -0.71 0.078
```
Positions in Å, forces in eV/Å.

Output
Molecular weight in u: 51.048
Relative energy (zero: lowest compared OMol25 entry of this formula, charge and spin) in kJ/mol: 19.4
E_HOMO in Eh: -0.410
Frontier orbital gap in eV: 11.47
Structure (SMILES): C#CC#N
2S+1: 1

(4)
The following is a DFT calculation (ωB97M-V/def2-TZVPD) of a cluster of 2 separate species, C3HN2O3 in total at a distorted geometry.

```
9
Properties=species:S:1:pos:R:3:forces:R:3:lowdin_charge:R:1
C -1.21412 -0.95518 0.50298 -0.35 0.27 0.79 -0.417
C -0.40838 1.53102 -1.14524 -0.82 -0.02 -1.29 -0.106
C 1.14538 -1.08295 -0.25175 0.81 -0.93 -0.65 -0.724
N -0.18156 -1.50872 0.34209 1.17 -0.94 -0.24 0.202
N -0.36710 2.10299 -0.12534 1.28 1.84 3.86 -0.006
O -2.24163 -0.49063 0.82289 -0.88 0.24 -0.12 0.081
O 2.06346 -1.91051 -0.19123 -0.99 0.48 0.41 -0.041
O 1.07287 0.02808 -0.77273 1.17 -0.13 0.03 -0.111
H 0.13108 2.28591 0.81834 -1.39 -0.83 -2.78 0.123
```
Positions in Å, forces in eV/Å.

Output
Molecular weight in u: 113.052
Relative energy (zero: lowest compared OMol25 entry of this formula, charge and spin) in kJ/mol: 191.8
E_HOMO in Eh: -0.175
Frontier orbital gap in eV: 8.69
Total charge: -1
2S+1: 1

(5)
The following is a DFT calculation (ωB97M-V/def2-TZVPD) of an isolated molecule of C3HN3 at a distorted geometry.

```
7
Properties=species:S:1:pos:R:3:forces:R:3:lowdin_charge:R:1
C -0.29206 0.05266 0.01712 2.64 -0.25 -0.14 -0.184
C -1.09530 1.09936 0.04446 -0.61 0.90 -0.21 -0.105
C -3.46637 0.36542 0.01795 0.56 0.68 -0.10 0.056
N -0.96031 -1.17977 -0.08354 -4.34 -1.83 1.16 0.005
N -2.39198 0.88596 -0.06766 -0.34 -0.64 0.42 -0.090
N -2.04172 -1.54698 0.06299 2.69 0.17 -1.03 0.221
H 0.78355 -0.15142 0.08504 -0.60 0.97 -0.10 0.098
```
Positions in Å, forces in eV/Å.

Output
Molecular weight in u: 79.062
Relative energy (zero: lowest compared OMol25 entry of this formula, charge and spin) in kJ/mol: 335.0
E_HOMO (spin up / spin down) in Eh: -0.345 / -0.345
Frontier orbital gap (spin up / spin down) in eV: 8.41 / 8.40
2S+1: 1

(6)
The following is a DFT calculation (ωB97M-V/def2-TZVPD) of an isolated molecule of C3HN3O2 at a distorted geometry.

```
9
Properties=species:S:1:pos:R:3:forces:R:3:lowdin_charge:R:1
N -0.10052 -1.96596 -1.58671 -0.11 0.68 0.37 0.218
C -0.23474 -1.09746 -0.84223 -0.01 -1.63 -0.51 -0.171
C -0.36869 -0.07796 0.16195 -0.25 -1.30 4.18 -0.198
C -1.16780 1.00183 -0.31672 -1.14 3.40 -1.44 -0.162
N -1.72415 1.91437 -0.79230 1.15 -2.24 1.27 0.215
N 1.10233 0.21741 0.63245 -0.21 -0.03 -1.45 -0.385
O 1.51991 -0.62167 1.37473 0.20 -0.17 0.75 0.112
O 1.69605 1.09886 0.09195 0.17 0.74 0.06 0.141
H -0.72238 -0.46942 1.27688 0.19 0.56 -3.22 0.231
```
Positions in Å, forces in eV/Å.

Output
Molecular weight in u: 111.060
Relative energy (zero: lowest compared OMol25 entry of this formula, charge and spin) in kJ/mol: 400.4
E_HOMO in Eh: -0.452
Frontier orbital gap in eV: 11.34
Structure (SMILES): N#CC(C#N)[N+](=O)[O-]
2S+1: 1

(7)
The following is a DFT calculation (ωB97M-V/def2-TZVPD) of the ion C3HN4 with charge +1 at a distorted geometry.

```
8
Properties=species:S:1:pos:R:3:forces:R:3:lowdin_charge:R:1
N 2.76825 -0.58772 1.53090 1.84 0.47 1.91 0.337
C 1.94560 -0.60486 0.73669 -0.66 0.16 -1.07 -0.238
C 1.09669 -1.18702 -0.14835 -3.43 1.87 -2.54 0.325
N 0.18311 0.03314 -1.11792 2.84 -2.70 1.75 0.161
N -0.93954 0.45486 -0.89067 -1.05 0.97 -1.99 0.019
C -1.57641 0.54841 0.34391 0.33 -0.52 -1.02 -0.148
N -2.07181 0.52278 1.37304 -0.23 0.12 0.54 0.282
H -1.40589 0.82042 -1.82759 0.37 -0.38 2.42 0.263
```
Positions in Å, forces in eV/Å.

Output
Molecular weight in u: 93.069
Relative energy (zero: lowest compared OMol25 entry of this formula, charge and spin) in kJ/mol: 398.8
E_HOMO (spin up / spin down) in Eh: -0.614 / -0.614
Frontier orbital gap (spin up / spin down) in eV: 8.15 / 8.15
Total charge: +1
Structure (SMILES): N#CC#[N+]NC#N
2S+1: 1

(8)
The following is a DFT calculation (ωB97M-V/def2-TZVPD) of the ion C3HN4 with charge +1 at a distorted geometry.

```
8
Properties=species:S:1:pos:R:3:forces:R:3:mulliken_spin:R:1
C -0.44585 2.61045 0.94872 2.76 -3.01 -2.18 0.776
C 0.50226 0.78232 0.02824 -1.39 -3.10 0.03 0.148
C -0.54768 3.69966 1.69534 0.29 2.55 0.56 -0.012
N 0.48523 1.98687 0.17325 -1.63 6.99 2.75 0.008
N -0.51119 4.68408 2.34816 -0.34 -1.31 -0.57 0.487
N 0.96349 -0.50645 -0.03413 10.49 -2.06 -0.75 0.431
N -0.21246 -0.29662 0.04817 -9.97 0.08 0.33 0.139
H 1.53682 -1.17202 -0.56942 -0.21 -0.14 -0.16 0.022
```
Positions in Å, forces in eV/Å.

Output
Molecular weight in u: 93.069
Relative energy (zero: lowest compared OMol25 entry of this formula, charge and spin) in kJ/mol: 134.0
E_HOMO (spin up / spin down) in Eh: -0.537 / -0.630
Frontier orbital gap (spin up / spin down) in eV: 6.29 / 9.64
Total charge: +1
2S+1: 3

(9)
The following is a DFT calculation (ωB97M-V/def2-TZVPD) of a cluster of 2 separate species, C3HN6 in total at a distorted geometry.

```
10
Properties=species:S:1:pos:R:3:forces:R:3:lowdin_charge:R:1
C 1.96714 1.04646 -0.17654 2.77 1.46 -6.09 -0.240
C -0.58909 -0.27682 -0.26797 1.99 0.96 1.72 -0.293
C 1.02216 0.59436 0.67753 -6.61 -3.22 2.31 -0.282
N 2.46742 1.29365 -1.21591 -0.63 -0.35 3.01 0.160
N -1.89453 0.11051 -0.18160 2.33 0.21 0.61 -0.086
N -0.40680 -1.38865 -0.98654 1.00 1.81 0.08 -0.084
N -2.48781 -0.78040 -0.93854 -0.29 -0.35 -1.23 -0.179
N -1.60153 -1.61171 -1.48106 -1.41 -0.89 0.57 -0.172
N 1.09492 0.70129 1.92720 0.56 -0.03 1.09 0.094
H 0.42810 0.31130 2.64344 0.29 0.39 -2.06 0.082
```
Positions in Å, forces in eV/Å.

Output
Molecular weight in u: 121.083
Relative energy (zero: lowest compared OMol25 entry of this formula, charge and spin) in kJ/mol: 189.5
E_HOMO in Eh: -0.191
Frontier orbital gap in eV: 8.38
Total charge: -1
2S+1: 1

(10)
The following is a DFT calculation (ωB97M-V/def2-TZVPD) of an isolated molecule of C3HNO2 at a distorted geometry.

```
7
Properties=species:S:1:pos:R:3:forces:R:3:lowdin_charge:R:1
C -0.15735 0.82606 -0.01923 2.99 -0.13 -0.21 -0.166
N -1.34316 0.18911 0.00941 -4.38 -4.39 0.09 0.052
C -1.20071 -1.06228 -0.00958 4.22 3.25 0.15 -0.194
C 1.00837 0.11459 -0.01663 0.95 2.81 0.18 -0.148
O -0.33912 -1.89732 0.05586 -2.98 -0.62 -0.08 0.146
O 2.15977 -0.07847 0.01212 -1.10 -0.70 -0.13 0.192
H -0.12779 1.90830 -0.03194 0.29 -0.22 -0.01 0.119
```
Positions in Å, forces in eV/Å.

Output
Molecular weight in u: 83.046
Relative energy (zero: lowest compared OMol25 entry of this formula, charge and spin) in kJ/mol: 160.3
E_HOMO (spin up / spin down) in Eh: -0.313 / -0.313
Frontier orbital gap (spin up / spin down) in eV: 6.98 / 6.98
2S+1: 1

Q: Which DFT total energy values were calculated for the entries above? A: -14750.35592 -4614.21266 -4614.35084 -12250.04183 -7591.90889 -11687.28986 -9070.08694 -9069.91890 -12064.78496 -8708.68332, in eV.